(a)
Density functional theory data (ωB97M-V/def2-TZVPD) for C4H4N2 in the gas phase.

Each atom is followed by the atoms it is bonded to, with distances in Å.
Cartesian coordinates (Å):
1 N -1.006 -1.138 -0.040  C2 1.439, H7 1.015, H8 1.017
2 C -0.362 0.054 0.445  N1 1.439, C3 1.474, N6 1.451, H9 1.095
3 C 1.099 -0.017 0.263  C2 1.474, C4 1.202
4 C 2.287 -0.038 0.080  C3 1.202, H10 1.069
5 C -1.091 2.079 -1.023  N6 1.176
6 N -0.825 1.255 -0.227  C2 1.451, C5 1.176
7 H -0.837 -1.236 -1.036  N1 1.015
8 H -2.010 -1.075 0.106  N1 1.017
9 H -0.598 0.160 1.509  C2 1.095
10 H 3.344 -0.045 -0.078  C4 1.069

Results
* Kohn-Sham gap: 11.438 eV
* HOMO: -10.618 eV
* lowest unoccupied orbital energy: 0.030 Eh
* net charge: 0

Atomic partial charges in e from the natural (NBO) method, atoms 1 to 5: N -0.7851; C 0.0333; C -0.0426; C -0.1739; C 0.3111



(b)
Density functional theory data (ωB97M-V/def2-TZVPD) for C4H4N2 in the gas phase.

Each atom is followed by the atoms it is bonded to, with distances in Å.
Cartesian coordinates (Å):
1 N -1.308 -0.854 -0.088  C2 1.461, H7 1.018, H8 1.018
2 C -0.438 0.236 0.348  N1 1.461, C3 1.480, C5 1.478, H9 1.098
3 C 1.011 -0.042 0.243  C2 1.480, C4 1.203
4 C 2.174 -0.336 0.148  C3 1.203, H10 1.069
5 C -0.771 1.455 -0.418  C2 1.478, N6 1.155
6 N -1.020 2.400 -1.035  C5 1.155
7 H -1.140 -1.034 -1.076  N1 1.018
8 H -1.046 -1.698 0.417  N1 1.018
9 H -0.673 0.458 1.397  C2 1.098
10 H 3.210 -0.587 0.063  C4 1.069

Results
* Kohn-Sham gap: 11.154 eV
* HOMO: -10.467 eV
* lowest unoccupied orbital energy: 0.025 Eh
* net charge: 0
* SMILES string: C#C[C@H](N)C#N

Atomic partial charges in e from the natural (NBO) method, atoms 1 to 5: N -0.7784; C -0.2129; C -0.0520; C -0.1831; C 0.2799



Which structure loses on stability? (a) does.



(a)
Density functional theory data (ωB97M-V/def2-TZVPD) for C4H4N2 in the gas phase.

Each atom is followed by the atoms it is bonded to, with distances in Å.
Cartesian coordinates (Å):
1 C 0.766 0.850 0.018  C2 1.333, C6 1.575, H7 1.103
2 C 1.484 -0.248 -0.219  C1 1.333, N3 1.744, H8 1.095
3 N 0.625 -1.764 -0.126  C2 1.744, N4 1.217
4 N -0.539 -1.782 0.230  N3 1.217, C5 1.745
5 C -1.471 -0.307 0.235  N4 1.745, C6 1.334, H9 1.094
6 C -0.806 0.810 -0.066  C1 1.575, C5 1.334, H10 1.102
7 H 1.054 1.873 0.313  C1 1.103
8 H 2.517 -0.566 -0.396  C2 1.095
9 H -2.487 -0.664 0.430  C5 1.094
10 H -1.143 1.798 -0.419  C6 1.102

Results
* Kohn-Sham gap: 9.386 eV
* HOMO: -8.590 eV
* lowest unoccupied orbital energy: 0.029 Eh
* net charge: 0
* SMILES string: c1ccnnc1

Atomic partial charges in e from the natural (NBO) method, atoms 1 to 5: C -0.2522; C -0.1019; N -0.1102; N -0.1100; C -0.1019



(b)
Density functional theory data (ωB97M-V/def2-TZVPD) for C4H4N2 in the gas phase.

Each atom is followed by the atoms it is bonded to, with distances in Å.
Cartesian coordinates (Å):
1 C 0.661 0.827 -0.129  C2 1.395, C6 1.379, H7 1.087
2 C 1.317 -0.405 -0.104  C1 1.395, N3 1.329, H8 1.086
3 N 0.719 -1.552 0.198  C2 1.329, N4 1.325
4 N -0.598 -1.578 0.340  N3 1.325, C5 1.330
5 C -1.296 -0.457 0.176  N4 1.330, C6 1.397, H9 1.087
6 C -0.710 0.801 0.019  C1 1.379, C5 1.397, H10 1.087
7 H 1.217 1.749 -0.279  C1 1.087
8 H 2.370 -0.490 -0.357  C2 1.086
9 H -2.372 -0.602 0.141  C5 1.087
10 H -1.308 1.708 -0.006  C6 1.087

Results
* Kohn-Sham gap: 9.904 eV
* HOMO: -9.369 eV
* lowest unoccupied orbital energy: 0.020 Eh
* net charge: 0
* SMILES string: c1ccnnc1

Atomic partial charges in e from the natural (NBO) method, atoms 1 to 5: C -0.2166; C -0.0072; N -0.2056; N -0.2064; C -0.0074



(c)
Density functional theory data (ωB97M-V/def2-TZVPD) for C4H4N2 in the gas phase.

Each atom is followed by the atoms it is bonded to, with distances in Å.
Cartesian coordinates (Å):
1 C 0.673 -1.121 0.045  C2 1.383, N6 1.406, H7 1.064
2 C -0.555 -0.484 0.052  C1 1.383, C3 1.448, C4 1.497
3 C -0.199 0.918 0.117  C2 1.448, C4 1.509, N5 1.293
4 C -1.655 0.530 0.034  C2 1.497, C3 1.509, H8 1.065, H9 1.027
5 N 1.068 1.160 0.037  C3 1.293, N6 1.340
6 N 1.601 -0.067 -0.020  C1 1.406, N5 1.340, H10 1.039
7 H 0.879 -2.152 -0.125  C1 1.064
8 H -2.001 0.593 -0.972  C4 1.065
9 H -2.437 0.640 0.690  C4 1.027
10 H 2.625 -0.017 0.144  N6 1.039

Results
* Kohn-Sham gap: 10.009 eV
* HOMO: -8.954 eV
* lowest unoccupied orbital energy: 0.039 Eh
* net charge: 0
* SMILES string: c1[nH]nc2c1C2

Atomic partial charges in e from the natural (NBO) method, atoms 1 to 5: C -0.0745; C -0.1679; C 0.1084; C -0.3272; N -0.2432



Which structure loses on stability? (c) does.